Computed, not measured: C4H11CoO3 as an isolated structure, with ωB97M-V with the def2-TZVPD basis set.

Each line ends with the Mulliken charge.
Cartesian coordinates (Å):
Co: 0.4033 0.4927 1.3301  0.877
O: -0.8684 -0.7489 0.5546  -0.259
O: 1.7946 1.0408 0.3235  -0.688
O: -0.5006 1.8511 0.2577  -0.659
C: 2.9823 0.3944 -0.0576  -0.560
C: -0.6698 -2.1402 0.3146  -0.681
C: -1.7864 1.3698 -0.0858  -0.410
C: -1.6650 -0.0981 -0.4434  -0.248
H: -2.6482 -0.5868 -0.4952  0.392
H: -2.5075 1.5036 0.7357  0.332
H: 0.6510 2.0660 -0.3889  0.615
H: -0.0152 -2.5395 1.0947  0.266
H: -1.6403 -2.6545 0.3153  0.275
H: -1.1373 -0.1981 -1.4052  0.329
H: 3.0773 -0.6066 0.3960  0.206
H: -2.1825 1.9128 -0.9575  0.339
H: -0.1848 -2.2995 -0.6579  0.334
H: 3.0540 0.2692 -1.1506  0.282
H: 3.8434 0.9720 0.3200  0.257

Values from the calculation:
Relative energy (zero: lowest compared OMol25 entry of this formula, charge and spin), kJ/mol: 150.8
Expectation value of S²: 3.76
Multiplicity: 4
LUMO (alpha / beta), Ha: -0.16686 / -0.18673
Total charge: +1